1.
C4H8FKO7P as an isolated structure, computed with ωB97M-V/def2-TZVPD.

```
22
Properties=species:S:1:pos:R:3:forces:R:3
K 0.825453 -2.445284 -0.840947 -0.23 -0.65 -0.31
P 0.354484 -4.006449 1.892225 0.63 -0.52 0.88
O -0.813357 -3.158916 1.270893 1.44 0.19 0.75
O 0.737432 -4.036440 3.381115 -1.37 0.85 -0.34
O 1.644585 -4.085033 1.107354 0.84 1.71 -1.56
O -0.262597 -5.433685 1.635484 -1.56 -1.74 0.21
F 0.320377 -3.141364 -3.495654 0.12 0.37 0.35
C 1.588043 3.382808 0.222934 1.14 0.14 0.24
C 0.760112 3.207647 -1.027260 1.65 -1.19 0.27
O -0.446783 2.574735 -0.663938 -1.94 -0.81 -0.23
C -0.584332 1.191273 -0.531127 1.15 -0.97 0.12
O 0.343483 0.380331 -0.522875 -2.06 2.05 -0.20
O -1.900700 0.932163 -0.382527 1.06 2.09 -0.08
C -2.422244 -0.368685 -0.156329 0.97 -1.46 0.29
H 2.527468 3.899753 0.027110 0.05 0.29 -0.38
H 1.938250 2.457972 0.681329 -0.59 -0.20 0.00
H 1.069654 4.008374 0.949594 -0.21 -0.22 0.06
H 1.247657 2.626523 -1.810016 0.31 -0.44 0.28
H 0.712738 4.187927 -1.501498 -1.47 0.10 0.15
H -3.439683 -0.330816 0.232874 -0.01 0.60 -0.53
H -1.875133 -0.910280 0.615322 0.44 -0.08 -0.04
H -2.324907 -0.932553 -1.084063 -0.34 -0.12 0.08
```
Forces are in eV/Å.

The expectation value of S² is 0.757. The frontier orbital gap (alpha / beta) comes out at 4.696 / 4.524 eV. Its energy above the lowest of the compared OMol25 structures with the same formula, charge and spin is 0.0 kcal per mole. The value obtained for the electronic energy is -1725.14362 a.u. Its multiplicity is 2. As for the HOMO energy (alpha / beta): -0.54 / -0.36 eV. As for the total charge: -2.

***

2.
The molecule C19H31N3OS, computed with ωB97M-V/def2-TZVPD.

```
55
Properties=species:S:1:pos:R:3:forces:R:3
C 4.108866 2.965646 -0.763177 -0.03 -0.29 0.08
C 3.484462 1.644175 -0.322960 0.09 0.25 -0.07
N 2.047973 1.787993 -0.152469 0.01 -0.01 -0.11
C 1.642984 2.381108 1.105956 0.06 0.00 0.23
C 1.711162 1.404807 2.287573 0.01 0.22 -0.13
N 0.886552 0.239920 2.016637 0.26 0.07 -0.04
C 0.830577 -0.675666 3.147829 -0.07 0.11 0.24
C -0.202263 -0.235553 4.188501 -0.04 -0.18 -0.31
C -1.632475 -0.527940 3.732550 -0.04 -0.05 0.31
N -1.895724 0.009291 2.419457 -0.24 0.13 0.20
C -2.232386 -0.793705 1.379687 -0.10 0.44 0.24
O -2.503498 -1.973419 1.518073 -0.02 -0.35 -0.10
C -2.278250 -0.091009 0.073956 -0.09 0.29 -0.30
C -2.559221 1.237461 -0.056190 0.01 0.13 -0.31
S -2.521910 1.754793 -1.689214 0.15 -0.64 0.29
C -2.108960 0.154421 -2.227715 -0.10 0.55 0.21
C -2.028263 -0.722461 -1.187422 -0.09 0.05 0.04
C -1.677506 -2.172795 -1.320371 0.29 -0.15 -0.03
C -0.672247 -2.434564 -2.441757 -0.16 -0.19 -0.06
C -1.321443 -2.554508 -3.821402 0.01 0.10 0.07
C -2.373446 -1.482367 -4.105667 0.16 0.01 -0.14
C -1.924272 -0.080397 -3.691072 -0.06 -0.12 -0.17
C 1.342909 -0.408033 0.798322 -0.06 0.15 -0.29
C 1.274729 0.583492 -0.368516 -0.04 -0.27 0.07
H 5.159424 2.818615 -1.001311 0.15 0.07 0.00
H 3.593695 3.337904 -1.644035 -0.04 0.05 -0.09
H 4.036651 3.715790 0.019762 0.02 0.12 0.07
H 3.652266 0.902062 -1.107432 0.00 -0.04 0.08
H 3.993355 1.286806 0.586113 0.00 -0.08 -0.09
H 0.607845 2.716546 0.985814 0.00 0.06 0.10
H 2.265346 3.252291 1.312841 -0.04 0.05 0.02
H 2.762202 1.113200 2.473715 -0.05 -0.01 0.05
H 1.344214 1.905512 3.186109 0.06 0.01 0.02
H 0.543279 -1.661358 2.773914 0.04 -0.03 -0.01
H 1.820335 -0.774365 3.627100 -0.03 -0.05 -0.10
H -0.095730 0.832880 4.383889 0.07 0.05 0.11
H -0.019213 -0.766532 5.123706 -0.02 0.08 0.08
H -1.806396 -1.605791 3.669821 0.00 0.15 0.07
H -2.342744 -0.103008 4.452531 0.05 -0.15 -0.02
H -1.461603 0.894874 2.212881 0.05 -0.20 -0.19
H -2.822439 1.943771 0.706380 -0.05 0.08 0.24
H -1.269756 -2.511947 -0.367767 -0.10 -0.04 -0.08
H -2.586326 -2.756590 -1.488345 -0.01 -0.09 0.10
H 0.065091 -1.629163 -2.444593 0.09 0.01 0.01
H -0.136395 -3.363503 -2.234437 0.07 0.05 0.00
H -0.536101 -2.499848 -4.579653 -0.02 -0.06 -0.06
H -1.795845 -3.534317 -3.912093 0.04 -0.05 -0.04
H -2.593880 -1.486926 -5.175306 -0.08 -0.02 0.02
H -3.300163 -1.719343 -3.580806 -0.07 0.00 -0.03
H -0.875862 0.069462 -3.969221 0.00 0.05 -0.06
H -2.508946 0.667372 -4.232496 0.08 -0.01 -0.04
H 2.375942 -0.788148 0.903311 -0.04 -0.06 0.02
H 0.685935 -1.254675 0.587870 0.02 -0.08 -0.01
H 0.233931 0.889569 -0.502891 -0.06 -0.11 -0.04
H 1.613543 0.098169 -1.285978 -0.04 0.01 -0.03
```
Forces are in eV/Å.

The frontier orbital gap comes out at 8.822 eV. Its energy above the lowest of the compared OMol25 structures with the same formula, charge and spin is 0.0 kcal per mole. The value obtained for the electronic energy is -1380.29920 a.u. As for the HOMO energy: -8.11 eV.

***

3.
A 4-piece molecular cluster, CH11N3O3 overall, computed with ωB97M-V/def2-TZVPD.

```
18
Properties=species:S:1:pos:R:3:forces:R:3
N 0.758057 0.663670 -0.249206 -0.15 0.34 -0.43
C 0.009955 -0.048225 -1.052080 -0.06 0.07 0.40
N 0.159498 -1.400775 -1.215790 0.50 0.47 0.03
N -1.064276 0.495217 -1.659537 -0.32 -0.25 -0.48
H 1.700848 0.296692 -0.215080 -0.14 -0.35 0.38
H 0.128026 -1.787838 -2.141627 -0.06 -0.17 0.05
H 0.700294 -1.831310 -0.453316 -0.29 -0.16 -0.82
H -1.290876 1.473428 -1.620881 0.35 0.21 0.22
H -1.715669 -0.108990 -2.123902 -0.05 -0.10 0.15
O 0.607405 -2.560059 1.122220 0.26 -0.29 0.64
H 0.258532 -1.917547 1.764659 -0.05 0.09 -0.03
H 1.319686 -3.010452 1.588468 -0.05 0.02 -0.01
O -0.510957 3.065547 -0.517735 0.62 -0.07 0.35
H -0.354113 3.696917 0.191845 -0.23 0.14 -0.15
H 0.181766 2.366900 -0.338870 -0.49 0.04 -0.19
O -0.131222 -0.119872 2.455915 -0.01 -0.02 -0.30
H -0.719222 0.484683 2.916257 -0.04 -0.08 0.01
H -0.037734 0.242014 1.548659 0.21 0.10 0.16
```
Forces are in eV/Å.

The frontier orbital gap comes out at 10.033 eV. Its energy above the lowest of the compared OMol25 structures with the same formula, charge and spin is 3.8 kcal per mole. The value obtained for the electronic energy is -434.71462 a.u. As for the HOMO energy: -9.26 eV.

***

4.
A 3-piece molecular cluster, C5H14NO2 overall, computed with ωB97M-V/def2-TZVPD.

```
22
Properties=species:S:1:pos:R:3:forces:R:3
C -2.072005 -0.502687 -1.996452 -3.85 -0.76 2.97
C -0.902677 -1.174865 -1.262962 -3.21 -2.89 -2.78
C 0.224189 -0.339615 -0.944783 2.07 1.37 -3.45
C 0.941191 0.151488 -2.024946 0.86 0.82 2.98
C -0.395874 -0.174278 1.332853 0.05 -0.25 0.68
N 0.501695 -0.000128 0.416914 -0.86 0.33 -0.98
H -2.121970 -0.155594 -2.973936 1.25 0.60 -1.89
H -2.869044 -1.317321 -2.000258 0.84 0.78 -0.23
H -2.655233 0.264073 -1.406510 1.05 -0.36 -0.23
H -1.447725 -1.788517 -0.544218 0.73 0.56 1.00
H -0.777053 -2.051260 -2.019975 1.28 1.49 1.21
H 0.768868 0.217557 -3.090928 -0.92 -1.16 0.12
H 1.876017 0.709909 -1.877641 -0.44 0.01 0.61
H -0.050234 -0.106388 2.371153 -0.45 0.62 -0.47
H -1.511640 -0.411041 1.188004 2.17 -0.05 -0.39
H 1.353306 0.596993 0.575627 -0.22 -1.10 0.29
H 0.037177 0.601604 4.665507 -2.38 0.45 -1.96
H -1.441295 0.327148 4.324271 -3.54 -1.82 1.96
O -0.720904 0.717411 3.960360 5.86 1.48 0.56
H 4.144054 1.591691 1.155814 -2.08 -0.34 -2.12
H 3.733998 1.368543 -0.314286 3.35 -0.83 -6.57
O 3.385161 1.475278 0.466392 -1.56 1.03 8.69
```
Forces are in eV/Å.

The frontier orbital gap comes out at 8.481 eV. Its energy above the lowest of the compared OMol25 structures with the same formula, charge and spin is 104.8 kcal per mole. The value obtained for the electronic energy is -403.77429 a.u. As for the HOMO energy: -13.37 eV. As for the total charge: +1.